1.
ORCA calculation (wB97M-V/def2-TZVPD) on a molecular structure, C25H25MoN4O9PS2 in a non-equilibrium geometry.

highest occupied orbital energy (alpha / beta)	-14.714 / -14.707	eV
frontier orbital gap (alpha / beta)	0.1571 / 0.1580	Ha
total charge	+2
LUMO level (alpha / beta)	-10.44 / -10.41	eV
energy relative to the best compared isomer or geometry (same formula, charge and spin)	1.962	eV
maximum force	5.07	eV/A
E_tot	-83505.917	eV

Positions of all 67 atoms, in Å:
Mo: 1.1714 -0.1789 0.3619
C: -1.2271 -0.3086 5.6926
C: -1.7626 -0.3904 4.3789
C: -0.8850 -0.4277 3.3519
C: 0.5029 -0.6263 3.6177
C: 0.9973 -0.7439 4.9348
C: 0.1131 -0.5115 5.9559
N: 1.3827 -0.5949 2.5567
N: 2.6357 -0.9867 2.8085
C: 3.4114 -1.2229 1.7557
C: 4.6756 -1.8111 1.8134
C: 5.6374 -1.6098 0.8156
C: 5.3492 -0.7653 -0.2059
C: 3.9978 -0.4672 -0.4775
C: 3.0270 -0.7000 0.5033
H: -1.9021 -0.1058 6.5528
H: -2.8610 -0.4817 4.2014
H: -1.1420 -0.2810 2.3318
H: 2.0110 -1.0723 5.0149
H: 0.3620 -0.4459 7.0135
H: 4.9544 -2.4744 2.6988
H: 6.5650 -2.1670 0.7731
H: 6.0267 -0.4058 -1.0062
H: 3.7266 -0.1754 -1.4327
O: 1.5456 -1.6230 -3.6069
C: 1.1183 -1.5388 -2.4536
O: 1.1444 -0.4414 -1.6969
C: 0.2410 -2.6466 -1.8776
C: -0.0338 -3.7568 -2.6555
C: -1.0843 -4.6036 -2.2063
C: -1.7616 -4.5191 -1.0309
C: -1.4648 -3.3700 -0.3080
C: -0.3216 -2.5369 -0.5573
O: 0.4108 -2.2108 0.4653
N: -2.3270 -3.1195 0.8503
O: -2.4347 -1.8663 1.0340
O: -2.9202 -4.0765 1.3902
N: -1.6377 -5.4721 -3.2294
O: -2.6639 -6.0525 -2.9596
O: -1.0062 -5.5004 -4.3469
H: 0.5181 -3.9193 -3.6034
H: -2.5733 -5.1700 -0.6221
C: -1.4856 6.4097 -1.5847
C: -0.5680 5.1891 -1.4412
C: 0.9289 5.4816 -1.3142
O: -0.8957 4.5474 -0.1268
P: -0.8993 2.9230 0.0571
S: -1.8749 2.4889 1.6642
S: 1.1213 2.2558 -0.1272
O: -1.5736 2.5312 -1.3167
C: -1.9096 1.1562 -1.7057
C: -3.4138 0.8205 -1.3962
C: -1.6344 0.9395 -3.1497
H: -1.0309 7.1931 -2.1963
H: -1.6278 6.8189 -0.5128
H: -2.5078 6.1688 -1.9787
H: -0.8065 4.5083 -2.1768
H: 1.1032 6.1487 -0.4110
H: 1.2457 6.0827 -2.1685
H: 1.6167 4.6454 -1.1893
H: -1.2769 0.5044 -1.0469
H: -4.0838 1.6157 -1.6836
H: -3.6772 0.6646 -0.3417
H: -3.6600 -0.1296 -1.8920
H: -2.1969 1.4540 -3.8937
H: -1.8689 -0.1357 -3.2625
H: -0.5407 1.0960 -3.4014

2.
ORCA calculation (wB97M-V/def2-TZVPD) on 2 unconnected molecules or ions with the total composition C4H11O2S in a non-equilibrium geometry.

highest occupied orbital energy	-13.211	eV
frontier orbital gap	0.3406	Ha
total charge	+1
LUMO level	-3.94	eV
energy relative to the best compared isomer or geometry (same formula, charge and spin)	4.086	eV
maximum force	5.08	eV/A
E_tot	-19244.927	eV

Positions of all 18 atoms, in Å:
C: 0.3363 1.7753 -0.4369
C: 0.5575 0.7367 2.2482
C: -0.5479 -1.6556 -1.9161
C: -1.1301 -0.6277 0.1456
O: 1.4574 -0.5941 0.1187
O: 0.2087 -2.5230 -1.4236
S: 0.3247 0.2028 0.5405
H: -0.6722 1.6445 -0.9439
H: 1.1457 1.6994 -1.0651
H: 0.3491 2.6862 0.1063
H: 1.1739 1.5502 2.0818
H: 0.9421 0.1201 3.0995
H: -0.3793 1.2785 2.6053
H: -0.2912 -0.6140 -2.1895
H: -1.5646 -1.9496 -2.3153
H: -1.9757 0.0115 0.2358
H: -1.1708 -1.5370 0.5276
H: 1.2366 -2.2041 -1.4188

3.
ORCA calculation (wB97M-V/def2-TZVPD) on a molecular structure, C64H53N8O2PRb.

highest occupied orbital energy	-4.279	eV
frontier orbital gap	0.2295	Ha
total charge	-1
LUMO level	1.97	eV
energy relative to the best compared isomer or geometry (same formula, charge and spin)	0.000	eV
maximum force	0.49	eV/A
E_tot	-93192.371	eV

Positions of all 129 atoms, in Å:
Rb: 1.4284 0.4244 0.1883
O: -0.7608 3.0608 0.3130
C: -0.5360 4.0998 1.1017
C: -1.3655 4.4954 2.1561
C: -1.0301 5.5902 2.9360
C: 0.1274 6.3192 2.6844
C: 0.9485 5.9365 1.6311
C: 0.6320 4.8416 0.8394
C: 1.4898 4.4226 -0.3114
N: 2.5919 3.7951 -0.2636
C: 3.0556 3.3672 1.0567
C: 4.3446 2.5593 0.9973
N: 4.1296 1.1243 0.7931
C: 5.0035 0.3736 1.3326
C: 5.0969 -1.0883 1.3281
C: 6.4077 -1.5763 1.3681
C: 6.7172 -2.9237 1.3636
C: 5.6567 -3.8284 1.3692
C: 4.3514 -3.3926 1.3810
C: 3.9829 -2.0117 1.3634
O: 2.7634 -1.6478 1.4216
H: -2.2573 3.9193 2.3713
H: -1.6794 5.8728 3.7568
H: 0.3870 7.1724 3.2980
H: 1.8558 6.4910 1.4145
H: 1.1245 4.6840 -1.3070
H: 2.2591 2.7753 1.5204
H: 3.2093 4.2274 1.7142
H: 4.8897 2.7137 1.9373
H: 4.9500 2.9495 0.1728
H: 5.8429 0.8462 1.8693
H: 7.2131 -0.8465 1.3902
H: 7.7450 -3.2624 1.3720
H: 5.8556 -4.8956 1.3831
H: 3.5397 -4.1117 1.4263
C: -2.2694 -1.0431 2.6456
N: -1.1402 -0.1254 2.6243
C: -0.9673 1.0363 1.9075
N: 0.0521 1.7056 2.3966
C: 0.6054 0.9543 3.4027
C: -0.1238 -0.1915 3.5578
C: 0.0916 -1.3819 4.4068
C: -0.3686 -1.4244 5.7198
C: -0.1472 -2.5481 6.5041
C: 0.5376 -3.6343 5.9778
C: 1.0061 -3.5928 4.6710
C: 0.7864 -2.4725 3.8822
C: 1.8594 1.4044 4.0213
C: 2.0564 2.7681 4.2435
C: 3.2584 3.2259 4.7563
C: 4.2840 2.3329 5.0443
C: 4.0989 0.9770 4.8107
C: 2.8939 0.5131 4.2996
P: -1.9770 1.6232 0.4008
C: -2.2484 -0.2530 -0.0296
N: -1.2354 -1.0653 -0.2596
C: -1.7477 -2.2667 -0.6589
C: -3.1229 -2.1977 -0.6797
N: -3.4229 -0.8976 -0.2959
C: -4.7434 -0.3815 -0.0020
C: -4.1571 -3.2011 -0.9648
C: -4.1480 -4.4289 -0.3020
C: -5.1070 -5.3902 -0.5785
C: -6.1022 -5.1367 -1.5132
C: -6.1236 -3.9185 -2.1773
C: -5.1554 -2.9613 -1.9104
C: -0.8476 -3.3707 -1.0320
C: -1.2184 -4.3294 -1.9769
C: -0.3400 -5.3372 -2.3440
C: 0.9313 -5.3925 -1.7865
C: 1.3132 -4.4335 -0.8594
C: 0.4308 -3.4324 -0.4779
C: -1.4361 1.6408 -1.4300
N: -0.3001 1.3093 -2.0030
C: -0.4847 1.4405 -3.3550
C: -1.7633 1.8538 -3.6181
N: -2.3629 1.9853 -2.3749
C: -3.7409 2.3797 -2.1652
C: -2.4904 2.0417 -4.8826
C: -3.0798 3.2620 -5.2144
C: -3.7568 3.4196 -6.4151
C: -3.8440 2.3630 -7.3108
C: -3.2521 1.1471 -6.9962
C: -2.5875 0.9864 -5.7904
C: 0.5885 1.1264 -4.3091
C: 1.5019 0.1178 -4.0020
C: 2.5220 -0.2035 -4.8822
C: 2.6448 0.4760 -6.0870
C: 1.7438 1.4839 -6.3994
C: 0.7255 1.8110 -5.5153
H: -3.1867 -0.5008 2.4250
H: -2.3507 -1.4630 3.6458
H: -2.1449 -1.8546 1.9289
H: -0.8906 -0.5635 6.1208
H: -0.5022 -2.5726 7.5270
H: 0.7178 -4.5101 6.5892
H: 1.5621 -4.4277 4.2630
H: 1.2024 -2.4089 2.8799
H: 1.2626 3.4595 3.9810
H: 3.3961 4.2888 4.9176
H: 5.2282 2.6950 5.4328
H: 4.9035 0.2769 4.9990
H: 2.7810 -0.5363 4.0591
H: -5.2887 -1.0783 0.6369
H: -5.3273 -0.2183 -0.9083
H: -4.6251 0.5679 0.5169
H: -3.3686 -4.6199 0.4255
H: -5.0784 -6.3391 -0.0577
H: -6.8539 -5.8860 -1.7265
H: -6.8887 -3.7176 -2.9170
H: -5.1551 -2.0268 -2.4585
H: -2.1948 -4.2730 -2.4416
H: -0.6438 -6.0697 -3.0820
H: 1.6257 -6.1692 -2.0825
H: 2.3076 -4.4444 -0.4312
H: 0.7635 -2.6949 0.2435
H: -3.9042 3.4139 -2.4688
H: -3.9674 2.2958 -1.1059
H: -4.4103 1.7367 -2.7386
H: -2.9852 4.0985 -4.5328
H: -4.2063 4.3746 -6.6574
H: -4.3667 2.4883 -8.2507
H: -3.3103 0.3174 -7.6895
H: -2.1244 0.0403 -5.5381
H: 1.3898 -0.4094 -3.0640
H: 3.2214 -0.9883 -4.6227
H: 3.4436 0.2260 -6.7740
H: 1.8393 2.0293 -7.3304
H: 0.0396 2.6136 -5.7562

> Look up the maximum force of the third one.

0.49 eV/A